1.
DFT (the ωB97M-V functional and the def2-TZVPD basis) results for a molecular structure, C15H31IInO3.

Output
Gap between HOMO and LUMO = 7.18 eV
Lowest unoccupied orbital energy = 2.36 eV
DFT total energy = -35468.0019 eV
ΔE to the lowest compared entry with this formula, charge and spin = 157.62 kcal/mol

Structure (ORCA input):
```
! RIJCOSX wB97M-V def2-TZVPD def2/J DEFGRID3
* xyz -1 1
H 5.6163 -0.5994 -0.6319
H -0.6959 4.5860 -0.8684
C 1.2627 -2.7941 0.2074
C 0.4757 2.7373 -1.6808
H -1.6163 -4.1255 -0.6734
H -2.0646 1.6961 -0.9364
In 2.2222 -0.7659 0.7419
H -3.3138 3.6523 1.2871
C -2.5479 -0.4822 2.8511
H -4.5409 1.6198 1.3525
H 4.5792 -0.8167 2.4941
C -0.5182 3.4514 -0.5811
H -0.7757 -0.3311 -3.9397
O -1.5867 -2.1581 -4.7792
H 1.4933 3.3111 -1.8186
H -3.1771 0.5457 0.6120
H -0.3494 -2.1154 1.6839
H -2.5340 -1.8554 -1.8491
C -0.2319 -2.9497 0.8621
H 0.0733 3.4340 0.4557
C -3.3967 1.3335 1.4517
C 2.2245 0.7080 -0.9853
H -1.2666 -0.8163 -0.9190
H 5.1188 0.8921 0.5189
H 1.9521 -3.5931 0.7657
H -3.3133 -1.3774 2.8664
H 0.0856 0.9036 -0.2116
C 4.4167 -1.1328 1.3554
C -1.4297 -1.8901 -1.3968
C 0.6678 1.1770 -1.2144
H -2.7578 3.4578 -1.0187
O -3.1946 0.8459 2.8260
C -1.4623 -3.0330 -0.2175
C -2.5662 2.7442 1.1378
H -2.4614 -2.8311 0.4042
H 4.6784 -2.2729 1.2884
C -1.9949 2.7504 -0.4333
H 2.8885 1.6186 -0.6529
H -0.1035 2.7578 -2.7184
I 1.0093 0.4449 3.0170
H -1.8672 -0.5187 3.8240
H -1.8070 -0.5132 1.9394
H -1.6707 2.9227 1.8765
O -0.5373 -2.1884 -2.5273
H 6.5642 -0.2744 0.9648
H 1.3396 -3.0500 -0.9317
H 0.2010 0.4611 -2.0405
H 2.6515 0.1335 -1.9306
C 5.4783 -0.2282 0.4801
H -0.2436 -3.9844 1.4575
C -0.9740 -1.4872 -3.7648
*
```

Results of the Mulliken charge analysis, in e, for atoms 1 through 6:
1. H 0.1622
2. H 0.3329
3. C -0.8735
4. C -0.7460
5. H 0.3146
6. H 0.1459


2.
DFT (the ωB97M-V functional and the def2-TZVPD basis) results for 5 unconnected molecules or ions with the total composition C51H66FN3O19P.

Output
Gap between HOMO and LUMO = 7.62 eV
Lowest unoccupied orbital energy = -3.31 eV
DFT total energy = -109325.4184 eV

Structure (ORCA input):
```
! RIJCOSX wB97M-V def2-TZVPD def2/J DEFGRID3
* xyz 1 1
O -9.3426 -1.5268 -0.7033
H 2.1471 -6.9037 0.0998
H 3.6327 1.7142 -0.8602
C -8.4084 0.3382 -1.8277
C 2.3073 -5.5173 -7.1003
H -5.1044 1.4340 0.3898
H 0.4169 -1.9544 -1.1954
C 4.4988 1.8089 1.3607
C -3.7710 -0.3731 1.4169
H 2.3194 -8.9709 -5.6875
O 2.0735 -6.9528 -5.2494
H -6.4321 1.7183 1.5723
O 8.5853 4.1284 -3.8124
H -6.1485 -0.4931 -0.4620
H -3.4377 -1.3587 3.2836
H -10.8305 -2.8546 -0.2701
C 7.6045 7.4506 -2.4809
H 2.9599 -3.4028 2.9671
H -0.2098 -3.0970 2.5277
C -1.5592 4.7596 3.3117
O -3.1719 3.5032 2.0925
O 8.9774 9.2047 -1.7738
C -0.5893 -3.0142 0.3609
H -3.3936 4.7005 6.3154
C -1.9494 3.9860 2.0879
H 0.4454 -1.1623 0.3248
C -1.5617 -1.4311 2.1525
H 4.4267 3.4430 -2.6888
H 3.4485 -1.5315 3.5721
H -7.1913 1.8480 -0.9442
H 1.7578 -2.7102 -2.7040
H -5.6887 5.1056 9.0287
O -2.4023 4.8861 4.1731
C 3.8150 -0.8748 2.8033
H -1.1434 -1.1459 3.1082
C 4.9118 -4.0227 -0.2371
H 9.9417 9.3514 -1.7289
C -5.0996 0.0691 2.0303
H 4.8781 -1.0454 2.7061
C 0.6371 5.1118 2.3723
C -9.9376 -2.7887 -0.8798
C -7.5982 3.2425 6.7463
C 10.0780 7.2445 -2.6002
O 1.8832 5.5747 2.3854
C -0.9871 -2.8283 1.8255
H -4.8759 0.5906 2.9546
H -3.5775 3.7705 2.9466
C -0.2106 5.2964 3.3903
C -8.4987 -1.1700 -1.7666
C -1.0987 3.8040 1.0661
C 2.7199 -7.9643 -8.5972
C 2.6505 -3.1493 -3.1408
H -3.4950 -2.4219 1.8944
H 2.6881 -2.9303 -4.1939
O 5.4267 1.0488 1.3525
O 2.5614 -4.2882 -9.0705
C 3.5655 0.5635 3.2969
H -1.3688 3.2501 0.1778
H -0.4424 -4.0716 0.1813
C 8.8142 7.9899 -2.2739
H 3.1119 3.3888 -0.8284
N 1.9239 -2.6387 0.1222
H 3.0431 -7.0442 -1.3712
H -1.4628 -2.7337 -0.2186
H 2.2805 5.3119 1.5336
C 2.0701 -6.7854 -0.9739
H 3.0389 -5.1079 1.6611
H -1.7964 -3.5237 2.0043
C -5.8480 0.9842 1.0314
C 8.7532 5.3567 -3.3329
C 2.2254 -4.0610 0.0291
O -4.5408 3.6267 4.9955
C 2.6056 -4.6720 -2.8754
H -5.6940 -0.8072 2.2635
C -5.0470 4.4332 7.1185
P 1.5710 -5.0686 -1.4241
H -7.3174 -0.5333 0.8691
O 2.8991 -6.5263 -10.4544
C 9.9621 5.8934 -3.1301
N 3.1976 -1.2062 1.5210
C -7.7598 0.9912 -0.5908
O -8.1129 4.1030 8.8576
H -8.4998 1.3747 0.0977
H 5.9371 -3.8070 -0.2575
C 2.5095 -8.0384 -7.2770
H 5.6369 3.8244 -1.5140
O 2.4925 -9.1926 -6.6205
H -8.9254 -1.4889 -2.7186
C -6.7845 0.1077 0.1789
C -5.3953 3.6953 5.8606
C 3.2780 1.5929 2.2160
C 3.6991 -4.0733 -0.1567
H -7.9097 0.6240 -2.7424
H 0.0650 5.8373 4.2848
C 3.9633 2.7388 -0.6975
C 0.5609 -2.1343 -0.1400
H 2.1539 -4.6397 -6.4881
H 2.7264 -4.5115 -10.0073
H -3.1294 0.4992 1.3525
H -9.2596 -3.5740 -0.5483
C 4.9341 3.0618 -1.8138
H 3.4893 -2.7027 -2.6262
H 5.4996 2.1902 -2.1211
O -8.8154 2.7249 6.7009
H -7.5162 -1.6300 -1.6886
H 4.4199 0.8887 3.8740
O 4.5299 2.9368 0.5986
O -3.8174 4.9332 7.1659
O 1.0596 4.2447 0.2455
H 10.8767 5.3597 -3.3461
C -5.9266 4.5743 8.1183
H 2.9431 2.5438 2.6093
H 3.2671 -0.6047 0.7148
C 0.2354 4.3597 1.1339
H 7.6211 3.9929 -3.8643
H -9.2448 2.9707 7.5429
H -6.9481 2.5622 4.8402
C 7.4915 6.1119 -3.0307
C 2.5238 -2.2893 1.3170
O 11.1402 7.7992 -2.4045
H -3.8972 -0.7700 0.4131
H 6.6892 7.9777 -2.2522
H -1.3097 -0.6996 1.3937
H 3.6249 -5.0420 -2.8105
H -10.2362 -2.9535 -1.9094
C -3.1026 -1.4787 2.2597
H 1.3168 -7.4805 -1.3111
C 2.1186 -4.5704 1.4908
H 2.1559 -5.1198 -3.7585
H 2.8869 -8.8409 -9.2067
H -9.4337 0.6824 -1.8765
O 6.4258 5.5652 -3.2564
F 1.0468 -5.2214 1.8845
C -7.2597 4.0025 7.9993
N 2.3135 -3.2838 2.2007
C 2.7292 -6.6695 -9.2613
C 2.2761 -6.8114 -6.4445
C -6.7164 3.1049 5.7459
H 2.7174 0.5628 3.9680
C 2.5209 -5.4397 -8.4216
H 2.5020 1.2605 1.5306
*
```

Results of the Mulliken charge analysis, in e, for atoms 1 through 6:
1. O -0.3128
2. H 0.4142
3. H 0.0328
4. C -0.9985
5. C -1.0249
6. H 0.4437